# 1
This record from the Open Molecules 2025 dataset describes 6 unconnected molecules or ions with the total composition C41H61Br2F5O11 in a non-equilibrium geometry. The level of theory is ωB97M-V/def2-TZVPD.

The geometry in ORCA input format:
```
! RIJCOSX wB97M-V def2-TZVPD def2/J DEFGRID3
* xyz 0 1
H 4.362 -3.454 -6.202
H 3.754 3.614 -2.721
O 4.983 -3.109 -2.977
C -13.910 0.045 -1.563
C 0.794 -3.910 1.348
H 7.990 6.968 1.662
C 1.495 -0.666 1.850
O -12.306 0.862 -3.105
C 8.224 6.521 0.692
C 0.311 -0.781 0.858
C -3.516 -1.741 0.321
C 0.478 -2.488 3.659
H 1.742 -5.257 -0.641
C 1.826 0.934 4.823
C 1.322 2.437 4.858
C 5.674 -3.165 0.343
H 6.692 -2.171 -5.642
H -11.984 2.125 -1.517
H 1.815 -3.499 1.172
H 1.654 -0.058 -0.820
H 2.772 0.973 4.218
H -0.959 -3.788 2.633
H 6.113 -2.142 0.226
H 8.899 7.193 0.161
C 4.643 -2.890 -5.313
H 7.219 4.305 2.155
O 2.740 -2.635 6.387
C 5.165 -3.431 1.800
H 2.868 2.116 -2.363
H -14.855 -0.495 -1.503
F -3.834 -1.589 1.652
C -1.724 -0.890 -1.314
H -0.073 -0.091 -2.610
C -0.369 -0.425 -1.589
H -2.465 -0.893 -2.149
H -0.534 -2.066 3.936
H -9.329 0.586 -2.348
H 4.048 -3.409 4.259
C 2.684 -1.738 4.036
C -8.267 0.359 -2.450
C 7.517 4.309 1.101
H 4.069 -4.582 -4.080
H 4.171 4.057 -0.411
C 6.135 -2.886 -5.036
C 0.915 -5.465 1.047
H -13.780 -0.451 -3.672
H 0.450 2.600 5.535
H 6.548 -3.882 -5.214
C 2.209 -2.525 5.341
H -14.271 2.043 -0.728
C -2.066 -1.294 0.038
H -12.821 2.860 -2.901
C -13.118 -0.283 -2.816
F 1.823 0.710 1.859
H 1.206 2.886 3.840
Br -0.808 0.831 3.621
H 4.285 -1.863 -5.432
H 4.880 -3.377 -0.425
H -8.165 -0.709 -2.663
O 0.188 -6.297 1.491
C 8.781 5.124 0.889
H 7.127 6.193 -1.152
C 0.161 -3.733 2.762
H 3.508 -0.985 4.175
C -14.070 1.548 -1.678
C -7.588 1.172 -3.537
C -7.443 0.720 -1.227
H 1.901 2.162 0.279
O 0.990 -3.067 4.896
C 3.546 -2.908 3.378
H 6.474 -3.931 0.150
H 7.051 -2.989 -3.056
H 7.623 3.276 0.765
H 0.364 3.803 -0.527
H 0.368 -0.639 5.243
O 5.266 -4.559 2.216
O 1.948 -5.812 0.141
H 3.082 -3.132 -3.804
H 9.289 4.795 -0.023
C 3.070 3.138 -2.017
H 4.243 2.290 -0.375
C -6.048 0.840 -1.814
C 4.089 -3.488 -4.032
O 1.826 3.849 -1.998
H -14.887 1.784 -2.366
C -12.742 1.958 -2.290
F 2.590 -1.210 1.137
H 0.155 -3.528 0.499
C 1.423 4.048 -0.636
F -3.679 -3.061 -0.013
C 1.371 -1.238 3.280
H 6.170 6.990 0.113
H -8.003 2.184 -3.595
H 2.175 3.008 5.332
F -4.387 -0.974 -0.427
C 0.634 -0.389 -0.537
C -1.039 -1.230 1.076
H -1.348 -1.513 2.102
H 6.170 -1.482 -3.381
O -6.207 1.283 -3.169
C 3.600 3.143 -0.594
H 9.483 5.043 1.718
C 6.943 6.242 -0.074
O 4.646 -2.403 2.584
H 2.447 3.547 1.232
C 0.779 -0.144 4.321
H -7.668 0.707 -4.522
C 2.318 3.167 0.217
H 2.952 -3.715 2.892
H 1.563 5.108 -0.396
C 6.178 -2.564 -3.553
O 6.479 4.954 0.352
H 0.402 -4.658 3.358
H -12.481 -1.161 -2.692
H -5.422 1.548 -1.267
H -5.546 -0.124 -1.836
H -7.769 1.687 -0.833
H -13.320 -0.198 -0.674
Br 2.462 0.598 6.693
H -7.505 -0.014 -0.423
*
```

Summary:
SMILES	CC(=O)OC[C@@H]1C(=O)O[C@H](CCC(=O)O)[C@]1([C@H](Br)[C@@H](C)Br)C(F)(F)c1cccc(C(F)(F)F)c1.C1CCOC1.C1CCOC1.C1CCOC1.C1CCOC1.C1CCOC1
maximum force	3.81	eV Å⁻¹
highest occupied orbital energy	-9.3	eV
LUMO energy	-0.26	eV

=====

# 2
This record from the Open Molecules 2025 dataset describes a molecular structure, C41H62BN9O in a non-equilibrium geometry. The level of theory is ωB97M-V/def2-TZVPD.

The geometry in ORCA input format:
```
! RIJCOSX wB97M-V def2-TZVPD def2/J DEFGRID3
* xyz 0 1
C 3.100 3.947 -3.107
H 3.311 -3.708 -4.490
H -1.588 1.215 2.395
H -2.192 5.792 -0.234
C 1.990 -3.500 -2.524
C 0.294 3.886 1.256
N 1.115 4.366 -1.909
H -1.000 -4.253 0.120
C -1.474 3.591 -0.295
C -0.626 -5.678 -2.833
H -3.712 0.322 0.189
H 1.958 2.512 -1.752
H -0.208 6.220 1.629
H -6.018 0.322 -0.361
N -0.372 2.986 0.388
H -3.168 1.181 6.378
H 1.278 -3.710 2.533
C -1.972 -3.220 3.044
H 1.081 4.351 -3.894
C 4.660 1.204 2.539
H 2.934 -2.305 -0.883
C 2.095 3.405 -2.120
H -1.078 1.958 -7.000
H -2.728 -2.405 -0.272
H -2.132 -0.399 4.620
C -1.941 1.530 3.333
C 4.241 0.620 0.215
H 0.186 -6.497 -2.645
C 3.210 -2.966 -1.817
H -0.596 -1.984 2.162
H 1.839 -4.843 -4.275
H -1.780 -5.975 -2.813
C 0.042 2.368 -3.752
C 3.509 0.478 2.473
C -2.406 0.787 4.475
H 1.154 3.626 1.689
H -0.165 -5.824 4.139
H 3.747 3.278 -3.737
H -5.403 -3.749 -0.732
H 0.408 4.367 -1.200
C 2.545 -4.350 -3.786
H -1.128 0.682 -4.480
H 2.902 3.177 4.553
C -0.454 5.223 1.251
C -1.905 -4.599 3.721
C -2.481 2.975 3.667
N 0.519 3.622 -4.314
C -1.504 5.054 0.237
H 4.281 0.431 -0.818
C -6.155 -1.630 -0.485
N 3.213 0.185 1.086
H -0.501 -5.381 -3.836
H 0.653 6.538 -2.550
C -0.261 -4.521 -1.801
C -4.131 -0.559 -0.263
H 3.866 -3.757 -1.611
H 6.073 1.758 1.025
H -0.261 -5.662 0.146
H 0.456 2.314 -2.704
H 1.817 3.416 7.051
B 0.392 -0.258 0.298
H 1.332 -1.537 -2.348
H 2.790 0.573 3.273
H -0.306 -3.082 -4.393
C 0.145 3.598 -5.712
H 0.978 0.447 -0.517
H -2.002 -3.490 -2.481
H 0.698 1.878 2.938
H 5.044 1.727 3.296
H -2.782 -2.551 2.756
N 1.237 -4.399 -1.576
O 1.743 -4.694 -0.442
C 0.234 -3.759 2.889
N -5.544 -0.424 -0.490
H -0.665 -0.307 -0.118
N -0.730 -2.876 2.650
C -0.853 -3.280 -2.205
H 3.691 -2.210 -2.441
H 0.476 0.288 1.368
H 3.261 5.963 -4.089
H -1.143 1.738 4.265
C 1.896 2.847 4.885
N -0.195 2.142 4.744
C -0.656 1.591 -4.772
H -1.854 2.966 -1.049
C -0.250 -2.475 -3.488
H -1.857 -5.529 -0.378
H 0.948 -1.309 0.481
C 1.184 -2.365 -3.082
H -7.160 -1.668 -0.449
H 1.564 -2.047 -4.148
H -2.716 -5.083 3.990
C 1.319 3.143 6.124
C -0.593 2.350 -6.009
C -3.060 2.870 5.001
C 0.873 2.229 3.931
C -3.840 -2.018 -0.342
H -2.342 3.954 3.265
H 0.604 4.345 -6.198
C -0.146 2.679 6.004
C 5.211 1.244 1.117
H -1.018 2.554 6.686
C 2.646 5.427 -3.438
H 2.300 -0.212 0.786
C -5.052 -2.735 -0.572
H 3.276 -5.251 -3.714
N -2.949 1.506 5.481
H -1.121 -2.607 -1.508
H -0.641 -1.646 -3.876
C 1.358 5.584 -2.612
H -3.457 3.747 5.612
H -0.065 2.019 0.302
C -0.434 -4.822 3.714
C -0.904 -4.982 -0.429
*
```

Summary:
relative energy (zero: lowest compared OMol25 entry of this formula, charge and spin)	126.4	kJ/mol
maximum force	11.28	eV Å⁻¹
highest occupied orbital energy	-6.4	eV
LUMO energy	-4.23	eV

=====

# 3
This record from the Open Molecules 2025 dataset describes 10 unconnected molecules or ions with the total composition C41H62BN9O in a non-equilibrium geometry. The level of theory is ωB97M-V/def2-TZVPD.

The geometry in ORCA input format:
```
! RIJCOSX wB97M-V def2-TZVPD def2/J DEFGRID3
* xyz 0 1
C -0.952 3.659 2.218
H -3.099 -0.457 -1.237
C 2.354 -4.310 2.288
H -1.651 -5.529 -2.432
H 2.660 1.733 5.760
C 2.488 1.274 3.634
C 3.729 -0.327 -3.051
H -0.425 -3.013 1.934
H -4.229 3.071 3.990
C 4.923 -1.133 -3.453
H 3.337 0.636 -3.402
C -1.017 3.537 0.615
H -1.204 1.577 2.468
H 0.207 -0.598 -4.580
N -1.932 -2.652 0.321
C -1.433 -3.248 1.378
C 0.723 1.355 -5.899
H -0.621 2.659 0.302
C 3.683 -2.214 -1.772
H -4.502 0.576 2.342
C 2.950 -2.917 2.465
C -1.659 2.473 2.754
C -3.784 -0.441 -1.984
H 0.460 3.336 -3.042
H 0.942 0.588 -0.124
H -6.400 -1.217 -4.262
C 3.777 4.255 1.608
H -2.487 5.527 -0.497
H -3.426 0.497 3.834
H -3.094 5.304 1.095
N -4.421 -0.168 -4.256
H -0.506 4.358 0.060
C -3.557 0.841 2.792
H -1.351 -1.826 0.034
C 0.642 2.708 -5.226
N 3.037 -1.049 -2.097
C -2.561 3.517 0.096
H -2.333 0.530 -3.659
C -3.084 4.911 0.168
C 2.016 1.367 5.054
H -2.572 -4.947 2.521
H 0.901 3.683 -5.809
H -1.987 3.628 -1.974
H 5.432 -4.665 4.028
N 5.470 3.228 0.309
C -5.491 -0.817 -3.671
H -1.642 2.221 3.905
N 0.387 1.147 -3.450
C 1.778 -4.731 -2.261
H 2.196 2.773 0.780
C -2.506 -4.400 1.685
H -0.150 -0.896 -1.112
H 6.180 5.035 1.495
H 1.585 0.501 2.010
H -3.539 2.767 -1.766
N 1.610 0.544 2.895
H 2.878 -4.774 -2.399
N 4.126 -3.133 3.101
C 0.471 2.512 -3.705
C -2.521 2.966 -1.367
H 2.968 -6.431 3.245
H -4.402 -5.016 0.367
H 4.771 -2.313 3.218
C -3.169 2.260 2.271
C 3.268 -5.283 3.064
H 5.683 -3.164 -2.787
C -5.138 -0.926 -2.176
H -2.995 0.080 2.284
C -4.116 3.308 2.995
H -0.600 -0.318 0.663
N -0.275 -4.512 -1.167
H -5.855 -1.445 -1.409
H 6.277 2.878 -0.102
C 4.898 -2.342 -2.690
H -3.572 -2.892 -1.300
B 0.362 -0.471 -0.117
H -0.114 0.378 5.696
C 1.065 -4.224 -0.937
H 3.429 4.928 2.433
H 0.151 3.756 2.571
C -3.383 0.121 -3.372
H 2.445 -0.383 -1.593
H 0.978 1.078 -6.824
O -4.400 1.875 0.274
N -3.420 2.507 0.824
H -0.263 -0.802 3.096
H 2.463 -1.948 2.112
C 4.195 2.509 -0.090
H 0.398 0.623 -2.575
H 4.197 1.496 -0.525
H 3.343 1.693 2.970
H -1.296 4.597 2.676
H -0.983 -3.986 -0.704
H -3.913 4.343 2.874
H -4.180 4.704 -0.090
C 0.520 0.429 -4.602
H -5.210 3.185 2.810
C 0.876 -5.512 -2.951
C -3.093 -3.223 -0.328
H 3.402 -2.673 -0.865
C 4.411 -4.491 3.440
C 3.143 3.181 0.816
H -4.266 -0.234 -5.264
C -0.499 -5.265 -2.266
H -2.081 2.006 -1.737
H 5.598 -0.760 -4.148
H 0.778 -6.122 -4.032
C 5.286 4.324 1.163
H 1.271 -3.603 0.066
C 0.574 -0.072 3.626
C 0.633 0.616 5.048
H 1.462 -4.560 1.793
H 1.042 -1.456 0.277
C -3.511 -4.332 0.536
*
```

Summary:
relative energy (zero: lowest compared OMol25 entry of this formula, charge and spin)	0.0	kJ/mol
maximum force	11.66	eV Å⁻¹
highest occupied orbital energy	-6.3	eV
LUMO energy	-4.06	eV

=====

# 4
This record from the Open Molecules 2025 dataset describes a molecular structure, C41H62BN9SV in a non-equilibrium geometry. The level of theory is ωB97M-V/def2-TZVPD.

The geometry in ORCA input format:
```
! RIJCOSX wB97M-V def2-TZVPD def2/J DEFGRID3
* xyz 0 2
N 1.593 -0.474 1.944
C -4.612 1.805 -1.347
H -5.749 -5.261 -5.832
C -0.690 -5.431 -5.443
H -4.372 4.932 3.031
H -0.684 -4.477 0.813
C -1.162 1.085 -2.382
C -4.786 3.305 -1.608
H -0.917 1.678 -5.131
C 0.023 1.013 -3.292
V 0.206 0.153 0.227
H -0.791 -3.723 -3.475
C 4.685 -0.962 -4.309
H -4.147 3.878 -0.938
H 0.806 2.060 -5.017
N -1.116 0.786 -1.082
H 1.046 -0.476 -4.477
H -0.033 -4.672 -5.871
C -4.716 -1.574 2.009
H -3.383 -5.708 -6.084
H 0.215 -3.016 -0.908
H 4.675 -1.859 -4.914
H -2.653 5.224 3.299
C -5.072 -0.606 3.138
H -3.932 2.586 2.467
C 4.701 1.343 -2.766
C -1.903 -4.797 -4.851
H 2.235 1.647 3.892
H 1.368 -2.280 0.215
B -2.604 0.779 0.924
C -3.332 2.844 4.509
H 1.737 4.945 2.139
H -4.844 0.418 2.865
H -5.820 3.605 -1.446
C 1.832 2.775 2.062
H -4.513 3.547 -2.632
H -0.188 -4.274 3.166
H 6.318 1.975 -4.009
C 1.829 0.598 -0.729
H -3.175 1.787 4.712
H -6.590 -1.556 0.931
C -2.791 -3.314 -3.164
N -4.025 -3.540 -3.596
H -0.974 -6.128 -6.228
N -1.719 -3.930 -3.818
H -0.695 -0.768 -4.289
H -2.830 1.796 -3.663
C -5.490 0.972 -2.285
H 2.075 3.385 4.130
H 1.710 4.258 0.507
H 1.284 0.122 2.706
H -2.610 3.417 5.086
C -3.369 4.630 2.736
N -2.386 -0.698 1.284
H -0.416 4.074 3.515
S -2.442 -2.342 -1.877
C -2.457 1.490 -2.706
N -2.338 0.991 -0.567
C -2.548 -2.843 1.732
C 2.455 2.621 3.455
H -3.701 1.098 1.197
C -1.252 -2.536 1.311
C -3.251 -1.654 1.696
H -4.976 -2.582 2.356
C -1.823 2.696 2.535
H -0.130 -5.972 -4.680
C 3.776 0.334 -2.482
H -5.173 -1.887 -0.079
C 2.142 4.164 1.500
C -0.170 -3.557 1.124
C 0.208 -0.425 -3.784
H -4.915 1.608 -0.318
C -0.124 1.994 -4.456
H 0.994 -3.007 2.901
H 6.306 -0.066 -5.390
N -0.281 1.599 1.405
H -5.279 -0.086 -2.155
C 0.532 -3.882 2.449
H -5.494 -0.249 0.478
H 3.536 2.728 3.397
H -4.331 3.121 4.838
H 0.910 1.286 -2.709
C -5.662 -4.533 -5.033
H -6.137 -0.675 3.354
C 5.602 0.043 -4.578
H 2.266 2.046 1.368
H 1.548 -1.438 2.253
H -6.258 -4.854 -4.181
C 0.796 -3.187 0.000
H 3.219 4.302 1.423
C -3.169 3.138 3.016
C -5.547 -1.296 0.753
N -1.592 1.682 1.670
H -2.924 -3.810 2.004
H 4.695 2.247 -2.172
N -1.180 -1.234 1.061
C 5.604 1.192 -3.800
H 3.062 -1.600 -3.062
C 3.784 -0.822 -3.274
H 2.561 -0.251 1.731
C 2.795 0.461 -1.468
H 1.493 -4.005 -0.175
H -4.519 -0.852 4.042
C -3.186 -5.029 -5.270
H -5.292 1.235 -3.321
H -3.238 4.841 1.676
H -0.363 2.985 -4.076
H -6.543 1.149 -2.077
C -3.178 1.426 -1.527
H 1.308 -4.630 2.292
C -4.241 -4.354 -4.612
H 0.408 -1.074 -2.929
H -6.064 -3.580 -5.373
C 0.351 2.541 2.111
C -0.596 3.256 2.847
*
```

Summary:
relative energy (zero: lowest compared OMol25 entry of this formula, charge and spin)	62.8	kJ/mol
maximum force	2.39	eV Å⁻¹
highest occupied orbital energy (alpha / beta)	-5.2 / -4.7	eV
LUMO energy (alpha / beta)	0.02 / 0.02	eV

=====

> Which of these has the highest maximum force?

number 3

=====

> Which value of maximum force does entry 2 give?

11.28 eV Å⁻¹

=====

> Which value of maximum force does entry 4 give?

2.39 eV Å⁻¹

=====

> The lowest maximum force belongs to which entry?

C41H62BN9SV